90
Properties=species:S:1:pos:R:3 method="wB97M-V/def2-TZVPD" e_lumo_ev=-0.02
Pd -0.329 -0.925 0.198
C 3.849 -1.773 -1.122
C 4.586 -0.663 -0.751
C 4.041 0.227 0.152
C 2.764 -0.005 0.661
N 2.039 -1.060 0.275
C 2.582 -1.919 -0.586
C 2.163 0.891 1.694
C 2.829 2.034 2.139
C 2.252 2.795 3.135
C 1.025 2.415 3.647
C 0.410 1.282 3.125
N 0.976 0.537 2.175
C -0.972 0.917 3.547
C -1.474 1.263 4.801
C -2.802 0.993 5.084
C -3.590 0.403 4.110
C -2.996 0.072 2.901
N -1.715 0.300 2.632
H 4.234 -2.506 -1.818
H 5.572 -0.487 -1.162
H 4.607 1.099 0.440
H 1.958 -2.756 -0.871
H 3.773 2.339 1.712
H 2.744 3.689 3.496
H 0.535 3.016 4.400
H -0.839 1.723 5.546
H -3.216 1.249 6.051
H -4.640 0.200 4.279
H -3.567 -0.389 2.102
C -2.196 -3.015 1.695
C -2.592 -4.471 2.053
N -1.436 -5.359 1.910
C -0.329 -4.832 2.710
C 0.107 -3.441 2.174
N -0.834 -2.991 1.137
C -0.783 -3.933 0.003
C -1.039 -5.377 0.502
H -2.192 -2.377 2.578
H -2.867 -2.568 0.960
H -3.381 -4.841 1.396
H -2.959 -4.542 3.079
H 0.495 -5.547 2.678
H -0.667 -4.767 3.747
H 1.102 -3.469 1.727
H 0.126 -2.686 2.962
H 0.194 -3.844 -0.473
H -1.521 -3.601 -0.729
H -0.143 -5.995 0.412
H -1.830 -5.861 -0.074
C -0.680 1.559 -4.821
C 0.021 0.281 -5.284
C -0.252 -0.942 -4.403
C 0.594 -1.050 -3.135
N 0.616 0.138 -2.311
C -0.314 0.430 -1.273
Se -2.132 -0.257 -1.333
N 0.038 1.751 -0.891
C -0.638 2.536 0.122
C -1.283 3.799 -0.451
C -2.512 3.522 -1.315
C -3.731 3.123 -0.489
C 1.254 2.101 -1.436
C 2.086 3.180 -1.201
C 3.296 3.237 -1.903
C 3.640 2.254 -2.817
C 2.795 1.163 -3.058
C 1.616 1.087 -2.342
H -0.638 2.326 -5.597
H -0.236 1.980 -3.919
H -1.731 1.358 -4.602
H 1.099 0.453 -5.370
H -0.324 0.052 -6.296
H -0.075 -1.858 -4.975
H -1.306 -0.950 -4.118
H 1.633 -1.273 -3.398
H 0.223 -1.870 -2.517
H 0.092 2.813 0.891
H -1.371 1.882 0.593
H -0.533 4.341 -1.031
H -1.560 4.453 0.384
H -2.278 2.723 -2.025
H -2.743 4.411 -1.908
H -3.541 2.203 0.067
H -4.597 2.932 -1.127
H -4.000 3.912 0.220
H 1.810 3.955 -0.497
H 3.965 4.073 -1.741
H 4.572 2.331 -3.361
H 3.070 0.399 -3.773